(1)
C31H22BN3O4S3SbTa | ωB97M-V/def2-TZVPD

Each line ends with the natural charge from an NBO analysis.
Positions of all 66 atoms, in Å:
Ta (0.415, -0.651, -0.004)  1.560
Sb (0.621, -1.938, -3.550)  0.924
S (0.796, -4.178, -3.699)  -0.860
S (2.097, -1.326, -1.684)  -0.718
S (-1.366, -1.745, -1.852)  -0.197
O (1.312, -2.158, 0.971)  -0.731
O (3.212, 0.941, 0.895)  -0.651
O (-1.021, 0.617, 0.150)  -0.748
O (1.340, 2.196, 1.348)  -0.669
N (0.339, 1.223, -2.196)  -0.431
N (-0.982, -1.627, 1.478)  -0.351
N (-0.535, -2.801, 2.111)  -0.398
C (2.540, 4.220, 2.072)  -0.278
C (-2.216, -1.369, 1.744)  0.116
C (2.922, -6.253, 3.325)  -0.212
C (1.855, 2.345, -3.679)  -0.259
C (-4.744, 0.293, -2.533)  -0.204
C (-0.606, 1.287, -3.135)  0.220
C (-2.413, -0.390, -2.340)  -0.118
C (-4.207, 2.215, 0.714)  -0.188
C (3.580, 2.173, 1.341)  0.215
C (3.826, 4.743, 2.257)  -0.233
C (-4.230, 0.046, 1.731)  -0.166
C (1.534, -6.267, 3.383)  -0.222
C (-4.887, 1.222, 1.423)  -0.261
C (-0.352, 1.838, -4.395)  -0.250
C (-2.013, 0.851, -2.850)  -0.119
C (0.888, 2.370, -4.672)  -0.164
C (4.850, 2.668, 1.515)  -0.243
C (3.580, -5.176, 2.746)  -0.220
C (0.698, -2.971, 1.771)  0.536
C (-2.260, 0.821, 0.591)  0.366
C (4.957, 3.983, 1.984)  -0.237
C (1.469, -4.121, 2.304)  -0.029
C (2.456, 2.927, 1.612)  0.294
C (2.855, -4.112, 2.229)  -0.182
C (-4.349, 1.521, -3.043)  -0.247
C (1.537, 1.746, -2.477)  0.076
C (-2.999, 1.779, -3.199)  -0.139
C (-2.902, 2.022, 0.303)  -0.249
C (-2.910, -0.165, 1.329)  -0.176
C (-3.782, -0.643, -2.197)  -0.209
C (0.807, -5.202, 2.874)  -0.195
B (1.779, 0.906, 0.884)  0.571
H (2.845, 2.749, -3.836)  0.218
H (-4.706, 3.145, 0.473)  0.206
H (2.288, 1.651, -1.702)  0.216
H (3.489, -7.086, 3.723)  0.203
H (-1.129, 1.818, -5.147)  0.221
H (-4.077, -1.610, -1.810)  0.224
H (5.719, 2.062, 1.296)  0.220
H (3.349, -3.276, 1.752)  0.239
H (1.649, 4.798, 2.279)  0.218
H (-2.744, -2.086, 2.367)  0.191
H (-4.728, -0.730, 2.302)  0.206
H (-0.274, -5.194, 2.909)  0.231
H (-5.910, 1.375, 1.738)  0.206
H (-2.682, 2.740, -3.588)  0.203
H (5.939, 4.412, 2.135)  0.204
H (-5.082, 2.273, -3.306)  0.206
H (1.015, -7.112, 3.820)  0.205
H (-2.357, 2.774, -0.250)  0.227
H (3.939, 5.757, 2.619)  0.204
H (-5.792, 0.061, -2.393)  0.210
H (4.661, -5.170, 2.687)  0.208
H (1.100, 2.789, -5.648)  0.211

Output
Spin multiplicity = 2
Expectation value of S² = 0.773
Total charge = -1
Frontier orbital gap (alpha / beta) = 5.7623 / 6.4089 eV
HOMO (alpha / beta) = -3.583 / -4.370 eV

(2)
C31H22N3O3PPd | ωB97M-V/def2-TZVPD

Each line ends with the natural charge from an NBO analysis.
Positions of all 61 atoms, in Å:
Pd (-1.374, 0.158, -0.266)  0.692
P (0.831, -0.227, -0.498)  1.108
O (-0.961, -2.787, 1.227)  -0.421
O (-2.371, -1.228, 3.431)  -0.463
O (-3.752, 1.134, 2.891)  -0.493
N (0.676, -1.651, 2.427)  -0.380
N (-3.217, 1.054, -0.578)  -0.464
N (-2.053, 0.191, 1.636)  -0.726
C (2.609, -2.115, -1.546)  -0.158
C (3.110, 1.377, -0.787)  -0.118
C (-5.054, 2.069, 0.540)  -0.174
C (-3.264, 0.877, 1.828)  0.649
C (3.567, 3.222, 0.685)  -0.149
C (1.789, -4.132, 0.198)  -0.169
C (-4.892, 2.156, -1.843)  -0.217
C (2.401, 2.966, 1.390)  -0.191
C (1.673, -1.827, -0.557)  -0.364
C (0.290, 0.061, 3.998)  -0.213
C (-0.168, -0.747, 2.973)  0.225
C (0.125, 1.147, -2.892)  -0.113
C (1.582, -0.076, 4.472)  -0.057
C (-1.632, -0.911, -3.632)  -0.197
C (3.159, -3.386, -1.635)  -0.167
C (1.948, -1.794, 2.875)  0.092
C (2.751, -4.390, -0.769)  -0.149
C (0.201, -2.519, 1.294)  0.732
C (-5.577, 2.471, -0.679)  -0.112
C (2.424, -1.029, 3.904)  -0.227
C (1.270, -2.850, 0.305)  -0.168
C (-3.707, 1.447, -1.753)  0.056
C (1.580, 1.914, 1.011)  -0.186
C (3.916, 2.436, -0.409)  -0.207
C (1.940, 1.108, -0.070)  -0.453
C (-1.664, -0.658, 2.652)  0.658
C (-3.871, 1.360, 0.546)  0.107
C (-0.877, -1.044, -2.467)  -0.204
C (-1.485, 0.216, -4.420)  -0.147
C (-0.615, 1.247, -4.048)  -0.210
C (0.024, -0.015, -2.102)  -0.453
H (4.815, 2.655, -0.969)  0.244
H (4.203, 4.046, 0.977)  0.244
H (0.650, 1.733, 1.535)  0.226
H (-5.533, 2.281, 1.486)  0.272
H (1.933, 0.546, 5.285)  0.260
H (0.804, 1.940, -2.601)  0.236
H (-0.909, -1.974, -1.910)  0.253
H (-0.518, 2.122, -4.676)  0.250
H (3.433, -1.177, 4.257)  0.268
H (-0.399, 0.775, 4.431)  0.273
H (2.546, -2.543, 2.378)  0.252
H (2.123, 3.595, 2.225)  0.238
H (-6.505, 3.025, -0.723)  0.252
H (-3.140, 1.179, -2.634)  0.216
H (2.894, -1.364, -2.269)  0.230
H (-5.264, 2.451, -2.813)  0.251
H (1.443, -4.917, 0.857)  0.250
H (3.169, -5.384, -0.857)  0.253
H (3.384, 0.784, -1.648)  0.211
H (-2.048, 0.303, -5.340)  0.250
H (-2.306, -1.704, -3.926)  0.252
H (3.893, -3.598, -2.400)  0.250

Output
Total charge = +2
Frontier orbital gap = 7.8133 eV
HOMO = -14.901 eV

(3)
C31H22N9O2Rh | ωB97M-V/def2-TZVPD

Each line ends with the natural charge from an NBO analysis.
Positions of all 65 atoms, in Å:
Rh (-0.194, -0.091, 0.281)  1.059
O (-1.456, 4.899, -1.495)  -0.642
O (0.041, 0.910, -1.516)  -0.658
N (1.783, 0.231, 0.712)  -0.369
N (-3.862, -2.551, -1.533)  -0.305
N (-1.881, -1.053, -0.349)  -0.366
N (-0.646, -0.439, 2.220)  -0.403
N (4.523, 0.469, 0.664)  -0.305
N (-0.968, 1.630, 0.687)  -0.159
N (0.550, -1.877, -0.080)  -0.413
N (2.938, -8.408, -0.549)  -0.364
N (-1.000, 2.556, -0.266)  -0.462
C (0.695, 3.428, -4.702)  -0.252
C (1.214, -6.885, 0.024)  -0.233
C (-0.256, 3.033, -2.513)  -0.225
C (0.457, 2.592, -3.641)  -0.139
C (2.374, 1.405, 0.916)  0.043
C (2.362, -3.379, 0.048)  -0.148
C (0.160, -4.154, -0.548)  -0.190
C (-0.404, 2.116, -1.398)  0.610
C (1.852, -2.097, 0.150)  0.175
C (-1.410, 1.797, 1.896)  0.004
C (-0.763, 4.365, -2.496)  0.381
C (-1.652, -2.351, -0.685)  0.129
C (-0.436, -1.516, 2.979)  0.070
C (3.285, -6.085, -0.872)  -0.221
C (1.508, -4.432, -0.295)  0.070
C (-0.831, -1.582, 4.299)  -0.225
C (-1.259, 0.657, 2.763)  0.145
C (-0.525, 5.190, -3.602)  -0.264
C (3.708, -7.408, -0.943)  0.061
C (-1.692, 0.637, 4.088)  -0.194
C (-0.297, -2.852, -0.439)  0.188
C (-2.680, -3.077, -1.290)  0.064
C (-4.071, -1.281, -1.209)  0.044
C (3.755, 1.525, 0.901)  0.043
C (2.010, -5.816, -0.383)  -0.080
C (3.949, -0.697, 0.455)  0.063
C (-1.480, -0.486, 4.860)  -0.106
C (1.727, -8.173, -0.074)  0.062
C (2.564, -0.859, 0.478)  0.128
C (0.204, 4.737, -4.676)  -0.117
C (-3.069, -0.523, -0.626)  0.040
H (0.820, 1.574, -3.662)  0.228
H (-0.635, -2.473, 4.877)  0.258
H (4.249, 2.471, 1.074)  0.244
H (0.229, -6.730, 0.446)  0.218
H (0.064, -2.355, 2.510)  0.215
H (-1.503, 4.277, -0.751)  0.505
H (-2.196, 1.510, 4.480)  0.255
H (-2.519, -4.105, -1.593)  0.226
H (1.739, 2.261, 1.106)  0.234
H (3.937, -5.293, -1.219)  0.219
H (0.398, 5.402, -5.506)  0.236
H (-5.048, -0.867, -1.422)  0.244
H (1.147, -9.033, 0.239)  0.218
H (-3.231, 0.517, -0.372)  0.236
H (3.403, -3.569, 0.269)  0.247
H (4.600, -1.538, 0.242)  0.226
H (-1.813, -0.525, 5.889)  0.258
H (-0.933, 6.191, -3.563)  0.244
H (-1.835, 2.740, 2.213)  0.245
H (-0.514, -4.944, -0.847)  0.254
H (4.687, -7.663, -1.330)  0.219
H (1.258, 3.073, -5.554)  0.233

Output
Total charge = +2
Frontier orbital gap = 5.8133 eV
HOMO = -12.972 eV

(4)
C31H23F10MgN3O2P | ωB97M-V/def2-TZVPD

Each line ends with the natural charge from an NBO analysis.
Positions of all 71 atoms, in Å:
P (0.553, -3.521, -0.009)  0.805
Mg (-0.445, 0.673, 0.112)  1.784
F (-2.659, 1.646, -1.241)  -0.317
F (0.395, 1.011, 5.008)  -0.329
F (-4.222, 0.298, 5.589)  -0.306
F (-2.847, 6.793, 0.431)  -0.307
F (-4.937, 3.054, -1.509)  -0.299
F (-0.603, 5.437, 0.755)  -0.326
F (-1.730, 0.794, 6.581)  -0.306
F (-5.069, 5.662, -0.691)  -0.308
F (-2.377, 0.258, 1.224)  -0.342
F (-4.524, 0.038, 2.871)  -0.295
O (-2.273, -1.739, -2.037)  -0.654
O (-0.593, -0.963, -0.768)  -0.969
N (-0.418, 2.651, -0.230)  -0.859
N (1.726, 0.804, -0.105)  -0.539
N (0.062, 0.617, 2.086)  -0.825
C (-3.859, 3.634, -0.966)  0.267
C (0.580, -5.368, -0.133)  -0.216
C (-0.799, 0.753, 4.423)  0.268
C (1.963, 2.241, -0.367)  -0.225
C (0.840, -5.892, -1.403)  -0.248
C (-2.214, 0.375, 2.579)  0.247
C (1.462, 0.784, 2.408)  -0.236
C (-1.212, -3.232, -0.509)  -0.816
C (-2.688, 2.930, -0.830)  0.310
C (0.649, -8.136, -0.565)  -0.227
C (-3.163, 0.397, 4.764)  0.190
C (-3.930, 4.956, -0.553)  0.201
C (0.359, -6.257, 0.914)  -0.249
C (1.867, -3.461, 3.846)  -0.226
C (0.561, -3.305, 1.810)  -0.241
C (-0.326, -2.493, 3.908)  -0.212
C (-1.898, 0.653, 5.256)  0.271
C (2.271, 0.338, 1.189)  -0.212
C (0.866, -7.261, -1.621)  -0.204
C (-3.313, 0.265, 3.390)  0.292
C (0.395, -7.630, 0.701)  -0.213
C (-0.888, 0.593, 3.024)  0.103
C (0.833, -2.870, 4.565)  -0.211
C (-1.630, 4.799, 0.139)  0.233
C (-1.406, -1.873, -1.192)  0.803
C (2.310, -0.002, -1.183)  -0.412
C (-2.803, 5.521, 0.001)  0.279
C (1.733, -3.669, 2.484)  -0.237
C (0.879, 3.173, 0.179)  -0.233
C (-1.494, 3.463, -0.288)  0.092
C (-0.455, -2.698, 2.539)  -0.233
H (3.392, 0.170, -1.269)  0.162
H (1.830, 0.253, -2.127)  0.208
H (2.237, -0.753, 1.156)  0.207
H (2.122, -1.056, -0.987)  0.230
H (-1.870, -3.230, 0.361)  0.237
H (2.545, -4.125, 1.927)  0.211
H (1.019, -5.210, -2.227)  0.215
H (1.066, -7.646, -2.614)  0.206
H (1.959, 2.361, -1.452)  0.200
H (0.679, -9.206, -0.728)  0.206
H (0.936, -2.696, 5.629)  0.210
H (0.217, -8.306, 1.528)  0.207
H (-1.360, -2.370, 2.047)  0.216
H (1.784, 0.162, 3.249)  0.195
H (2.782, -3.749, 4.348)  0.207
H (0.149, -5.876, 1.906)  0.220
H (2.954, 2.539, 0.003)  0.174
H (1.085, 4.161, -0.242)  0.191
H (1.710, 1.821, 2.671)  0.170
H (0.963, 3.272, 1.267)  0.178
H (-1.134, -2.024, 4.454)  0.220
H (-1.532, -4.037, -1.167)  0.246
H (3.321, 0.648, 1.291)  0.169

Output
Total charge = -1
Frontier orbital gap = 7.0853 eV
HOMO = -4.553 eV